1.
Entry from the Open Molecules 2025 dataset: an isolated ion of composition C2H4NO2 and charge -1 (ωB97M-V/def2-TZVPD).

As for the structure (SMILES): [O-]N1C[C@H]1O. For the strongest force on any atom, the calculation gives 0.096 Eh/bohr. Its calculated total energy is -283.70990 Ha. The value obtained for the energy above the lowest of the compared OMol25 structures with the same formula, charge and spin is 528.0 kJ/mol. As for the charge: -1.

Cartesian coordinates (Å):
O 1.35235 0.09552 -1.66833
N 0.94712 0.17427 -0.37578
C 0.00253 -0.96078 0.14254
C -0.42006 0.51592 -0.02094
O -0.67285 1.35104 1.04711
H 0.23781 -1.47469 1.01321
H -0.26453 -1.64230 -0.77606
H -1.35253 0.79377 -0.80110
H 0.17016 1.14726 1.43936

***

2.
Entry from the Open Molecules 2025 dataset: a 2-piece molecular cluster, C4H9NO overall (ωB97M-V/def2-TZVPD).

As for the structure (SMILES): C=C1N[C@@H]1C.O. For the strongest force on any atom, the calculation gives 0.005 Eh/bohr. Its calculated total energy is -287.73360 Ha. The value obtained for the energy above the lowest of the compared OMol25 structures with the same formula, charge and spin is 259.5 kJ/mol. As for the charge: 0.

Cartesian coordinates (Å):
C 0.97511 -0.63555 1.33920
C 0.18401 -0.07568 0.43674
N 0.09917 0.97324 -0.47487
C -1.01347 -0.01032 -0.38137
C -2.31230 0.51821 0.17178
H 0.65945 -1.51120 1.89577
H 1.94000 -0.19663 1.58257
H 0.72469 0.82863 -1.26880
H -1.09618 -0.73829 -1.19099
H -2.92539 -0.30086 0.56238
H -2.10216 1.21570 0.98750
H -2.88326 1.04606 -0.59856
O 2.56830 -0.39439 -1.42115
H 2.14122 -0.96598 -0.76490
H 3.04080 0.24705 -0.87529

***

3.
Entry from the Open Molecules 2025 dataset: C25H36BrN7O2PRu as an isolated structure (ωB97M-V/def2-TZVPD).

For the strongest force on any atom, the calculation gives 0.024 Eh/bohr. Its multiplicity is 5. Its calculated total energy is -4517.24804 Ha. The value obtained for the energy above the lowest of the compared OMol25 structures with the same formula, charge and spin is 16.5 kJ/mol. As for the charge: +3.

Cartesian coordinates (Å):
Ru 1.41844 -0.21619 -0.17648
O 0.95518 2.51862 -3.31201
C 0.14755 3.44391 -2.89184
C -0.37288 4.37354 -3.83945
C -1.21312 5.36584 -3.41761
C -1.54548 5.45925 -2.05765
C -1.03025 4.54643 -1.11577
C -0.19977 3.52905 -1.49950
C 0.35714 2.52931 -0.49706
O 1.35214 1.71713 -1.02734
N -0.71845 1.62853 -0.04902
N -0.18020 0.67633 0.81851
C -0.78911 0.46889 1.95931
C -0.55439 -0.59783 2.83550
Br 0.62076 -1.98734 2.24726
C -1.16538 -0.82937 4.05713
C -1.88143 0.08206 4.87420
C -1.76307 1.49095 4.80019
C -2.50139 2.29443 5.63585
C -3.37737 1.72427 6.56360
C -3.48762 0.34119 6.67674
C -2.73607 -0.47149 5.85921
H 1.25632 2.00213 -2.48731
H -0.06954 4.25986 -4.87026
H -1.61730 6.08358 -4.11684
H -2.20122 6.24999 -1.72118
H -1.29356 4.68446 -0.07372
H 0.78287 3.09070 0.35281
H -1.51212 2.11453 0.37021
H -1.60766 1.13891 2.21968
H -1.10969 -1.84801 4.42367
H -1.03120 1.93933 4.14199
H -2.38712 3.36861 5.60101
H -3.95373 2.36396 7.21766
H -4.15143 -0.09053 7.41181
H -2.80711 -1.54710 5.94810
N 2.88211 0.32325 1.42114
C 3.99659 -0.63374 1.65456
C 4.87808 -0.79182 0.42820
C 4.21298 -1.46698 -0.75947
N 3.14949 -0.60477 -1.36070
H 3.27991 1.24043 1.20994
H 2.36651 0.44430 2.29251
H 3.55258 -1.59231 1.93332
H 4.59395 -0.29168 2.50256
H 5.73914 -1.39897 0.71380
H 5.29191 0.17514 0.12519
H 3.74749 -2.41208 -0.46548
H 4.95309 -1.68363 -1.53256
H 2.92699 -0.95632 -2.29164
H 3.55044 0.32548 -1.51702
C -1.17952 -4.44676 -2.20763
N -0.01031 -3.98165 -2.94917
C -0.44654 -3.17816 -4.08751
N -1.29153 -2.05484 -3.68908
C -2.43686 -2.55600 -2.93333
N -2.03626 -3.34679 -1.77459
C -1.41775 -2.54485 -0.74003
P 0.12825 -1.76644 -1.40256
C 0.93836 -3.28469 -2.10698
C -0.56143 -1.03588 -2.97634
H -0.85797 -5.02767 -1.34231
H -1.76028 -5.09714 -2.86289
H -1.02280 -3.81867 -4.75612
H 0.42258 -2.80629 -4.63303
H -3.02959 -3.19020 -3.59429
H -3.05593 -1.71657 -2.61237
H -1.16108 -3.17031 0.11844
H -2.09754 -1.75722 -0.40185
H 1.25681 -3.93117 -1.28342
H 1.82293 -3.01150 -2.68907
H 0.25848 -0.64832 -3.58854
H -1.21603 -0.20306 -2.70310

***

4.
Entry from the Open Molecules 2025 dataset: an isolated ion of composition C7H15N2OS and charge +1 (ωB97M-V/def2-TZVPD).

For the strongest force on any atom, the calculation gives 0.045 Eh/bohr. Its calculated total energy is -858.34453 Ha. The value obtained for the energy above the lowest of the compared OMol25 structures with the same formula, charge and spin is 125.8 kJ/mol. As for the charge: +1.

Cartesian coordinates (Å):
C 1.24654 -1.45742 0.34213
C -0.01610 -0.73164 -1.70900
C -1.34932 -0.03527 -1.39153
C -2.92875 -0.05108 0.97857
C 1.01342 -0.52076 -0.62945
C -2.54349 1.32688 1.30919
C 2.66865 1.22110 0.12794
N 0.60044 -2.67768 0.37645
N 1.53742 0.75809 -0.63665
O 2.07342 -1.19301 1.37974
S -2.40757 -1.03258 -0.27350
H -0.20376 -1.78582 -1.90424
H 0.35870 -0.29461 -2.63927
H -1.17820 0.93990 -0.94621
H -1.93310 0.06862 -2.30482
H -3.58478 -0.57896 1.65305
H -1.69638 1.31652 2.00517
H -3.36512 1.82278 1.82146
H -2.25591 1.92254 0.44531
H 3.61199 0.79953 -0.23458
H 2.70765 2.30339 0.03514
H 2.55479 0.95262 1.17348
H 0.98639 -3.36419 1.00813
H 0.29058 -3.08060 -0.49217
H 2.20427 -1.97197 1.93498
H 1.45430 1.21680 -1.53347

***

5.
Entry from the Open Molecules 2025 dataset: a 6-piece molecular cluster, C30H53BrIN8O10P2S overall (ωB97M-V/def2-TZVPD).

For the strongest force on any atom, the calculation gives 0.054 Eh/bohr. Its calculated total energy is -6317.78936 Ha. The value obtained for the energy above the lowest of the compared OMol25 structures with the same formula, charge and spin is 0.0 kJ/mol. As for the charge: +1.

Cartesian coordinates (Å):
C 0.24273 -0.69768 4.99808
O 0.92467 0.37565 4.37362
C 0.22255 0.94152 3.33241
N 0.72255 0.40525 2.03852
C -0.09798 -0.17940 1.19721
N -1.38777 -0.38376 1.44576
C -2.13304 -0.78250 0.23903
C -3.31886 -1.57467 0.83501
C -4.43664 -1.90769 -0.13479
O -5.38335 -1.15670 -0.28424
Br -4.41020 -3.57064 -1.10848
C -2.58762 0.43369 -0.58267
C -2.42004 1.79427 0.09428
C -2.53868 2.89500 -0.97869
I -3.95425 2.06712 1.59127
C -0.95373 -1.57830 -0.38671
C -0.64979 -2.90378 0.39304
C 0.65093 -3.58637 -0.01120
C 1.01191 -4.65100 1.04841
C 2.07687 -4.11256 1.99912
S 2.94797 -5.43152 2.80719
O 4.00948 -5.86999 1.96315
O 2.03478 -6.38865 3.30703
O 3.60160 -4.71324 4.07232
P -1.12904 -2.08464 -2.15455
O -2.15759 -1.30370 -2.82356
O 0.27247 -1.91989 -2.91248
O -1.45980 -3.63972 -2.24445
N 0.20823 -0.71330 -0.04175
C 0.70716 0.28013 -1.02868
C 2.12823 0.02222 -1.49442
O 2.70235 1.31810 -1.72089
C 4.03538 1.26136 -1.96597
C 4.70652 2.59209 -1.88362
O 4.61365 0.23250 -2.24200
P 2.45898 0.58986 1.69429
C 2.79525 2.38383 1.83209
C 3.42635 -0.31990 2.95612
H -0.61701 -0.35817 5.56789
H 0.92232 -1.17031 5.69111
H -0.08102 -1.45462 4.28297
H -0.84104 0.76811 3.46371
H 0.39034 2.01028 3.32825
H -1.87264 0.19263 2.11844
H -3.77494 -0.89718 1.54473
H -2.98434 -2.44306 1.38672
H -2.06917 0.49474 -1.52925
H -3.62999 0.33651 -0.84597
H -1.46042 1.93512 0.57057
H -3.03536 3.76890 -0.58619
H -2.99025 2.52415 -1.88939
H -1.52718 3.19705 -1.23974
H -0.57178 -2.70008 1.45768
H -1.47243 -3.59874 0.28497
H 1.46880 -2.87960 -0.08381
H 0.56735 -4.12355 -0.94766
H 0.13902 -4.92489 1.62826
H 1.34522 -5.55516 0.55857
H 1.61739 -3.49596 2.76363
H 2.81442 -3.52285 1.46641
H 4.42173 -4.29589 3.78297
H 0.96548 -2.45557 -2.50201
H -0.75788 -4.10750 -2.71096
H 0.70130 1.26901 -0.58150
H 0.08007 0.34228 -1.91010
H 2.69527 -0.51595 -0.75362
H 2.16635 -0.51443 -2.43447
H 4.96723 2.93737 -2.87210
H 5.56819 2.53896 -1.23639
H 4.03367 3.32920 -1.45979
H 3.09299 2.73117 0.85865
H 1.88841 2.92417 2.07696
H 3.57855 2.62450 2.53544
H 3.12691 -1.35768 2.97349
H 3.29414 0.10834 3.94171
H 4.46272 -0.20621 2.67183
C -6.47450 5.56935 3.26890
C -6.29201 4.17695 3.65763
N -6.14777 3.07995 3.97120
H -5.62927 6.16151 3.61250
H -6.54719 5.64246 2.18588
H -7.38724 5.95848 3.71431
C 7.08675 -5.95581 0.62621
C 7.61523 -5.96507 -0.73229
N 8.02405 -5.97153 -1.80653
H 6.02261 -6.17706 0.61190
H 7.59670 -6.70490 1.22795
H 7.24060 -4.97562 1.07301
C 1.54887 6.03952 -0.90798
C 2.58897 5.53038 -0.02242
N 3.41759 5.12921 0.66727
H 0.81317 5.26101 -1.10071
H 1.05596 6.89136 -0.44466
H 1.99056 6.35325 -1.85121
C -5.66614 1.29693 -3.30189
C -4.45906 1.32236 -4.11803
N -3.49846 1.34294 -4.74971
H -6.10018 0.29936 -3.30228
H -5.41151 1.57731 -2.28172
H -6.39478 2.00363 -3.69307
C -2.77760 3.26802 -7.41502
C -3.97216 3.72714 -8.11225
N -4.91942 4.08886 -8.65392
H -1.94403 3.93236 -7.63510
H -2.95877 3.25974 -6.34421
H -2.52569 2.25984 -7.73460

***

6.
Entry from the Open Molecules 2025 dataset: a 2-piece molecular cluster, C16H17N overall (ωB97M-V/def2-TZVPD).

As for the structure (SMILES): Cc1c[nH]c2ccccc12.Cc1ccccc1. For the strongest force on any atom, the calculation gives 0.036 Eh/bohr. Its calculated total energy is -674.63406 Ha. The value obtained for the energy above the lowest of the compared OMol25 structures with the same formula, charge and spin is 59.3 kJ/mol. As for the charge: 0.

Cartesian coordinates (Å):
C 4.33776 2.96388 -1.09740
C 3.10822 2.18840 -0.72974
C 3.00182 1.46722 0.42200
N 1.79655 0.80210 0.42699
C 1.08531 1.13004 -0.68550
C -0.20597 0.80444 -1.09293
C -0.63976 1.34571 -2.27630
C 0.17484 2.15958 -3.09373
C 1.45143 2.47679 -2.69307
C 1.90074 1.98012 -1.46093
H 5.22060 2.33376 -1.19561
H 4.53353 3.84150 -0.48162
H 4.20590 3.35588 -2.10816
H 3.74840 1.32256 1.18134
H 1.39067 0.32734 1.21622
H -0.88991 0.27554 -0.43635
H -1.55093 1.01463 -2.74115
H -0.33119 2.65969 -3.91095
H 2.14284 2.90497 -3.41201
C -0.93474 -3.91783 2.33456
C -1.87988 -2.87713 1.85299
C -2.21096 -1.77300 2.64959
C -2.97925 -0.74247 2.15302
C -3.60296 -0.87855 0.90607
C -3.30289 -1.97175 0.12465
C -2.33105 -2.88269 0.54151
H -0.17966 -3.59620 3.05481
H -0.36436 -4.46803 1.59652
H -1.45250 -4.69904 2.91158
H -1.92297 -1.76576 3.69371
H -3.21897 0.14128 2.72699
H -4.36660 -0.16109 0.64444
H -3.71102 -2.10474 -0.87232
H -2.02305 -3.65715 -0.14921